A cluster of 9 separate species, C36H64O13 in total in a non-equilibrium geometry, computed with wB97M-V/def2-TZVPD.

Computed properties:
Energy: -64984.0646 eV
Total charge: 0
HOMO-LUMO gap: 9.563 eV
LUMO energy: 0.3795 eV
HOMO energy: -9.2 eV
Relative energy (zero: lowest compared OMol25 entry of this formula, charge and spin): 1.348 eV

Cartesian coordinates (Å):
H (-2.3019, -0.6062, 5.3481)
H (3.7271, -5.2111, -4.8888)
H (3.1758, 1.0442, 4.5216)
C (1.2434, -3.0015, 3.7180)
H (1.4206, 1.4682, -0.0367)
H (-2.9194, -0.1634, 1.4874)
H (-4.2916, -0.3362, 2.6871)
H (-5.8456, -0.4893, 0.9125)
C (-3.8857, 4.9166, -1.7296)
C (2.6939, 1.9729, -5.3644)
C (-2.3305, 3.1880, -2.4460)
C (-0.2639, -3.2622, 3.5842)
C (4.9887, -3.9649, -2.6272)
H (-3.8243, 0.7307, -0.9316)
O (-2.5762, 5.4645, -1.6667)
O (-0.9065, 0.6682, 3.2729)
C (0.0450, 1.4435, 6.4941)
H (-4.9100, 1.8678, 2.4057)
C (3.5194, -5.3078, -3.8231)
H (1.2816, -0.5840, 1.3996)
C (2.6864, -4.0721, -3.3125)
H (3.7970, 3.4852, -6.4008)
H (-0.3420, -3.9804, 2.7680)
O (-2.7569, -2.5104, -1.5454)
H (1.4847, -1.7232, 5.3346)
O (6.0228, -3.6273, -2.0582)
C (-1.6308, 4.5111, -2.1409)
C (1.2948, 2.5042, -5.4438)
H (-1.9370, 2.6781, -3.3253)
H (1.0742, 4.5984, -5.9525)
H (0.9897, 1.2763, 7.0115)
H (-4.4719, 2.9315, -2.4898)
O (2.7725, 4.1970, -4.8317)
C (1.4267, -2.8073, 5.2375)
C (-2.9638, -2.1577, -2.8029)
H (0.5024, 1.2647, -2.2439)
H (3.4055, -2.4332, -2.1818)
H (-1.4543, 0.4506, 7.6483)
C (4.8589, 1.7474, 2.3276)
H (2.0006, 2.7226, 3.5508)
H (3.7101, 3.4592, 1.4783)
C (-4.7700, 0.7296, -0.3896)
C (-3.7382, 3.7258, -2.6268)
H (-2.7681, -4.5039, -1.1438)
H (1.9868, -3.7886, -4.0988)
H (-0.4732, -3.7358, -2.7276)
H (0.8070, 4.4019, -4.3281)
H (-2.5933, 1.1090, 5.8465)
C (3.8659, 2.9125, 2.4083)
C (0.5635, -0.5184, 0.5822)
H (0.8298, 2.2461, -6.3952)
H (-0.3028, 2.4170, 6.8398)
C (-2.3749, -3.2705, -3.6983)
H (2.4029, -3.2002, 5.5216)
H (2.9489, 1.1915, -6.0803)
C (-0.8653, 0.8505, 4.5086)
H (-0.8047, 4.4079, -1.4373)
O (1.0030, -1.3990, -2.6936)
H (-1.2580, -3.6709, -0.6159)
H (1.8051, -3.8825, 3.4075)
C (-4.8147, -0.4417, 0.5616)
C (-2.0499, -3.7140, -1.3637)
C (3.0001, 0.8565, 3.4624)
O (-4.8627, 1.8457, 0.4545)
H (-4.4690, -1.3882, 0.1460)
H (2.0806, -4.2589, -2.4258)
H (4.5540, 3.1140, -4.8648)
C (3.5930, 3.1769, -5.3754)
H (-1.8399, -3.0178, -4.6137)
H (1.9957, 2.1110, 1.8985)
C (0.5020, 0.8822, -0.0666)
O (-3.5024, -1.1469, -3.0540)
H (2.2074, 0.1220, 3.3197)
C (-0.5533, -4.0156, 4.9411)
H (-0.8918, 0.3734, -1.6071)
H (5.2664, 1.6443, 1.3219)
H (-3.2409, 2.1236, 1.7920)
O (0.3991, -3.5012, 5.8908)
C (0.7613, -0.8335, -1.6454)
H (2.9732, 1.5568, -4.3964)
H (2.9249, -6.2106, -3.6826)
H (0.7220, 1.8764, -4.7612)
C (3.7952, -3.0591, -2.9847)
O (4.2215, 0.5349, 2.8019)
C (-1.5169, -4.0500, -2.7208)
H (-0.3277, -0.6392, 6.7744)
H (-1.5471, -3.8381, 5.3521)
H (-0.4563, -0.8165, 0.8256)
C (1.4154, 3.9755, -5.1257)
H (-0.8290, -2.3469, 3.4083)
H (-2.4588, 2.5423, -1.5773)
H (-1.4796, -5.1165, -2.9430)
C (2.5993, 2.2050, 2.8013)
H (-0.3454, -5.0637, 4.7257)
H (-0.3007, 1.4571, 0.3951)
C (-0.9011, 0.2863, 6.7236)
H (1.6302, -2.1572, 3.1474)
H (-5.6465, 0.6867, -1.0360)
O (0.9617, -1.3366, -0.4720)
H (-3.9016, 4.0429, -3.6568)
H (-3.2946, -3.7688, -4.0049)
H (4.0015, -2.4440, -3.8605)
H (-1.3242, 4.8956, -3.1136)
C (0.1718, 0.5699, -1.4719)
C (-1.8490, 0.3559, 5.5878)
H (-4.6751, 5.5782, -2.0862)
O (0.1824, 1.4543, 5.0759)
O (4.7053, -5.2362, -3.0476)
H (5.7650, 1.9746, 2.8892)
C (-4.1726, 1.5738, 1.6588)
C (-3.9627, 0.0482, 1.7216)
H (-4.0912, 4.5265, -0.7328)
H (4.1015, 3.6356, 3.1892)